{"formula": "C15H21N3O4S", "method": "ωB97M-V/def2-TZVPD", "e_lumo_ev": 0.2, "smiles": "O=C(NN1C[C@H]2CCC[C@H]2C1)NS(=O)(=O)c1ccc(CO)cc1", "largest_force_ev_per_a": 4.36, "charge": 0, "gap_ev": 9.22, "species": ["O", "C", "N", "N", "C", "C", "C", "C", "C", "C", "C", "N", "S", "O", "O", "C", "C", "C", "C", "C", "O", "C", "C", "H", "H", "H", "H", "H", "H", "H", "H", "H", "H", "H", "H", "H", "H", "H", "H", "H", "H", "H", "H", "H"], "xyz": [[2.02403, -0.44312, 0.71603], [1.87364, 0.31213, -0.20542], [1.46133, -0.13705, -1.45606], [0.79851, -1.43158, -1.73328], [1.64422, -2.57151, -2.15815], [0.53129, -3.63902, -2.37909], [0.81834, -5.05117, -1.90567], [-0.57746, -5.56465, -1.50348], [-1.15968, -4.35641, -0.76900], [-0.66828, -3.18596, -1.56574], [-0.13302, -2.02229, -0.74833], [2.09519, 1.61578, 0.08253], [0.90660, 2.69087, -0.44778], [0.60427, 2.48289, -1.85937], [1.37454, 4.07541, -0.20529], [-0.54023, 2.33628, 0.65813], [-0.74877, 3.03409, 1.85550], [-1.86437, 2.80026, 2.64996], [-2.80471, 1.85188, 2.25026], [-3.96083, 1.42100, 3.13632], [-4.99769, 2.39137, 3.00670], [-2.62277, 1.19317, 1.03311], [-1.47227, 1.38830, 0.22386], [1.31023, 0.63705, -2.12665], [2.23880, -2.27365, -3.02600], [2.30704, -2.90561, -1.33196], [0.20844, -3.63616, -3.43483], [1.37565, -5.65653, -2.63308], [1.48792, -5.00958, -1.03157], [-1.23435, -5.80719, -2.36794], [-0.55281, -6.45323, -0.83144], [-0.72323, -4.30570, 0.21846], [-2.28107, -4.41759, -0.70723], [-1.50213, -2.84146, -2.19895], [-0.92971, -1.35980, -0.42110], [0.41787, -2.38480, 0.15862], [2.27294, 1.74626, 1.07919], [-0.01384, 3.76805, 2.15009], [-1.95307, 3.28745, 3.59491], [-4.36476, 0.44224, 2.86087], [-3.65020, 1.32686, 4.21629], [-5.24877, 2.49395, 2.08533], [-3.32534, 0.47717, 0.73845], [-1.32889, 0.87692, -0.71767]], "atomic_forces_ev_per_a": [[0.3746, -1.6852, 1.2556], [-0.9384, -3.9199, -0.7655], [-0.0943, 0.4373, 0.0707], [0.5847, 1.8631, 0.4252], [-0.4669, 0.2907, 0.6408], [0.6801, 0.2921, -1.4053], [0.3289, -0.4966, -0.0520], [-0.0821, -0.8565, 0.4192], [-1.0516, -0.8501, 0.0204], [-0.8651, 1.2083, 0.2316], [0.6284, 0.2516, 0.3762], [-0.8116, 3.3055, -1.3132], [0.1821, 4.3207, -0.5803], [-0.0464, -1.0482, 1.6786], [-0.7529, -2.9537, 0.7549], [-0.1254, -0.2776, -0.7983], [0.4284, 0.1644, -0.3962], [0.3643, -0.6360, -0.7569], [0.3983, -1.0433, -0.0494], [0.0188, 0.5136, 0.0847], [-0.1825, 0.1183, 0.9346], [1.9413, 0.8307, -0.1245], [-0.5802, 0.8283, 0.9333], [-0.3170, -1.2492, 0.2392], [-0.1629, -0.2693, 0.0845], [-0.0985, 0.1912, -0.3550], [0.4496, -0.1280, 0.2550], [-0.3965, 0.0527, 0.0011], [-0.3687, -0.0239, 0.0340], [0.6450, 0.0782, 0.2979], [0.0525, 0.4506, -0.6124], [-0.1195, -0.1248, 0.5177], [1.0766, 0.1546, 0.1734], [0.5184, 0.1247, -0.0123], [0.1534, 0.3422, -0.0598], [-0.3839, 0.2352, -0.5591], [0.1031, -0.1610, -0.2833], [0.0519, 0.1202, 0.0673], [-0.1131, 0.3588, 0.4363], [0.3269, -0.0739, -0.1880], [-0.4135, 0.5108, -1.0677], [0.1548, -0.1538, -0.1092], [-0.9888, -1.0320, -0.4454], [-0.1024, -0.0608, 0.0015]]}